1.
Density functional theory data (ωB97M-V/def2-TZVPD) for 2 unconnected molecules or ions with the total composition C4H3N3O at a distorted geometry.

Each line ends with the natural charge from an NBO analysis.
Geometry (Å):
C  -4.154  0.554  0.620  0.11
C  1.835  0.557  0.273  0.03
C  0.682  0.864  -0.381  -0.14
C  0.741  -1.275  0.197  0.20
N  -3.172  0.210  0.142  -0.60
N  1.855  -0.784  0.605  -0.38
N  -0.040  -0.300  -0.438  0.11
O  -1.128  -0.504  -1.015  -0.06
H  2.666  1.193  0.511  0.23
H  0.300  1.778  -0.789  0.26
H  0.415  -2.292  0.276  0.23

Gap between HOMO and LUMO (alpha / beta) = 4.63 / 4.63 eV
Spin multiplicity = 1
Net charge = 0


2.
Density functional theory data (ωB97M-V/def2-TZVPD) for C4H3N3O in the gas phase at a distorted geometry.

Each line ends with the natural charge from an NBO analysis.
Geometry (Å):
O  1.331  2.010  0.354  -0.47
C  0.530  1.224  0.077  0.63
C  0.512  0.380  -1.074  -0.28
C  0.235  -0.893  -1.007  -0.05
N  0.504  -1.607  0.276  -0.11
N  -0.039  -1.211  1.374  -0.15
C  -1.071  -0.039  1.230  0.20
N  -0.787  1.175  0.772  -0.45
H  0.558  0.896  -2.003  0.24
H  0.358  -1.567  -1.739  0.21
H  -2.131  -0.367  1.740  0.22

Gap between HOMO and LUMO = 8.96 eV
Spin multiplicity = 1
SMILES = O=c1ccnncn1
Net charge = 0


3.
Density functional theory data (ωB97M-V/def2-TZVPD) for C4H3N3O in the gas phase at a distorted geometry.

Each line ends with the natural charge from an NBO analysis.
Geometry (Å):
N  -2.486  0.188  0.254  -0.53
C  -1.213  0.016  -0.010  0.43
N  -0.521  1.290  -0.451  -0.35
C  0.822  1.366  -0.095  0.00
C  1.481  0.008  0.053  0.39
O  2.723  -0.182  0.143  -0.45
C  0.579  -1.147  -0.212  0.05
N  -0.738  -1.232  -0.356  -0.37
H  -2.875  -0.711  0.655  0.35
H  1.219  2.568  0.130  0.26
H  1.009  -2.165  -0.112  0.22

Gap between HOMO and LUMO = 7.97 eV
Spin multiplicity = 1
SMILES = N=C1N=CC(=O)C=N1
Net charge = 0


Per-record relative energy (zero: lowest compared OMol25 entry of this formula, charge and spin), kcal per mole: 164.81; 85.53; 82.98
Per-record molecular weight, g/mol: 109.1; 109.1; 109.1